ORCA calculation (wB97M-V/def2-TZVPD) on a structure of composition C24H27F4N4O3S4Ti.

Computed properties:
- E: -4217.29700 Ha
- Frontier orbital gap (alpha / beta): 5.454 / 6.577 eV
- Strongest force on any atom: 0.98 eV Å⁻¹
- Charge: -1
- Energy above the lowest of the compared OMol25 structures with the same formula, charge and spin: 0.000 eV
- 2S+1: 3

The geometry in XYZ format:
```
67
C24H27F4N4O3S4Ti (wB97M-V/def2-TZVPD)
Ti 0.07660 -0.04810 -0.24007
S 1.05238 -0.66195 -2.62255
S 1.08694 2.02461 -1.48194
S -3.59079 -2.42789 -2.42839
S -0.84346 -3.27324 -1.74595
F 1.27948 2.35663 5.93823
F 2.62312 2.18778 3.71335
F -0.79962 -0.63486 1.93565
F -2.16077 -0.35943 4.21147
O -5.49558 0.46006 -0.95722
O 1.99179 1.37792 -3.89925
O -1.51015 1.38726 0.05472
N -1.83308 -0.90857 -1.05652
N 1.50214 0.57983 1.43951
N -2.96141 -0.11799 -0.88926
N 3.26778 -1.50179 0.18898
C 2.32136 2.75662 -4.03751
C -3.83036 1.89696 0.04936
C 0.74248 1.60592 4.95254
C -4.59337 3.94879 1.09173
C -2.66634 1.02441 -0.28068
C -6.17968 2.45789 0.06080
C -2.03371 -1.98572 -1.70321
C 4.63524 -0.22516 -1.46555
C 2.92179 0.74535 1.21386
C 2.89310 -2.83485 0.63487
C -0.48986 1.01575 5.16033
C -0.97868 0.27521 4.09570
C 3.62960 -0.60954 1.29068
C 1.50606 -2.85671 1.25402
C 4.29061 -1.56845 -0.84613
C -1.65750 -4.28466 -3.01628
C 0.98077 0.75617 2.65797
C -0.27380 0.14694 2.93091
C -3.57624 3.08252 0.73817
C -5.90093 3.62334 0.74419
C 1.41808 0.98323 -2.75492
C -5.15434 1.57921 -0.29531
C -2.79263 -3.49381 -3.65610
C 1.45782 1.49431 3.77714
H 2.88859 -3.48487 -0.24424
H -7.19241 2.19166 -0.21372
H 3.40420 1.42796 1.91365
H -3.55144 -4.15733 -4.06811
H -2.01743 -5.20389 -2.55558
H 3.74098 0.24339 -1.87398
H 3.05574 1.15767 0.21249
H -6.71377 4.28865 1.01239
H 3.91142 -2.22257 -1.63491
H 2.77063 2.84783 -5.02345
H 1.43127 -2.20208 2.12141
H 5.35218 -0.37009 -2.27592
H -4.37537 4.86174 1.62926
H -4.65409 -0.04995 -1.09583
H 0.80578 -2.50811 0.48714
H 1.42610 3.37434 -3.96229
H 5.21375 -2.03593 -0.44954
H 3.64161 -3.25289 1.33344
H 4.72219 -0.46830 1.32271
H -0.91543 -4.53724 -3.77261
H -2.40459 -2.86957 -4.46074
H -1.03397 1.13002 6.08363
H 3.02561 3.06274 -3.26308
H -2.54511 3.29561 0.98764
H 5.08612 0.45751 -0.74451
H 1.21861 -3.87021 1.53831
H 3.35396 -1.08008 2.23907
```